P.
C16H16N4O3S | ωB97M-V/def2-TZVPD

Its orbital gap is 8.66 eV. As for the net charge: 0. The SMILES is CCOc1ccc(-n2c(SCC(N)=O)nnc2-c2ccco2)cc1. The calculation puts the HOMO energy at -8.148 eV. Its LUMO energy is 0.509 eV.

Each line ends with the natural charge from an NBO analysis.
Element x y z (Å)
C1 -1.0697 5.1591 -1.4684  -0.639
C2 0.2072 5.0903 -0.6369  -0.064
O1 0.0694 4.2619 0.5033  -0.487
C3 0.0708 2.9150 0.3703  0.320
C4 0.3323 2.2127 -0.8036  -0.321
C5 0.3243 0.8296 -0.8034  -0.130
C6 0.0537 0.1314 0.3627  0.066
N1 0.0133 -1.2774 0.3479  -0.372
C7 -0.8067 -2.0563 -0.4207  0.189
S1 -1.9088 -1.3950 -1.5846  0.295
C8 -2.9028 -2.8743 -1.9706  -0.613
C9 -2.2388 -3.7627 -3.0236  0.653
N2 -1.2931 -4.5696 -2.5204  -0.833
O2 -2.5750 -3.7387 -4.1862  -0.618
N3 -0.6419 -3.3218 -0.1226  -0.363
N4 0.2880 -3.4035 0.8339  -0.245
C10 0.6890 -2.1933 1.1280  0.284
C11 1.7246 -1.8730 2.0708  0.207
C12 2.4858 -0.7411 2.2454  -0.272
C13 3.3811 -1.0348 3.2951  -0.319
C14 3.1026 -2.3131 3.6784  0.109
O3 2.1094 -2.8250 2.9449  -0.363
C15 -0.2125 0.8230 1.5409  -0.189
C16 -0.1980 2.1985 1.5421  -0.238
H1 -1.8914 5.5143 -0.8518  0.218
H2 -0.9286 5.8461 -2.2981  0.219
H3 -1.3344 4.1804 -1.8612  0.213
H4 1.0583 4.7681 -1.2488  0.171
H5 0.4354 6.0766 -0.2240  0.198
H6 0.5472 2.7242 -1.7275  0.224
H7 0.5283 0.2918 -1.7164  0.225
H8 -3.0658 -3.4111 -1.0382  0.250
H9 -3.8390 -2.4852 -2.3689  0.256
H10 -0.7822 -5.1637 -3.1525  0.398
H11 -0.9790 -4.4610 -1.5572  0.431
H12 2.4223 0.1732 1.6922  0.236
H13 4.1264 -0.3843 3.7038  0.232
H14 3.5280 -2.9418 4.4352  0.208
H15 -0.4295 0.2772 2.4464  0.233
H16 -0.4004 2.7533 2.4440  0.231


Q.
C16H16N4O3S | ωB97M-V/def2-TZVPD

Its orbital gap is 9.25 eV. As for the net charge: 0. The SMILES is O=C(c1ccco1)N1CCN(Cc2nc(-c3cccs3)no2)CC1. The calculation puts the HOMO energy at -8.788 eV. Its LUMO energy is 0.466 eV.

Each line ends with the natural charge from an NBO analysis.
Element x y z (Å)
O1 1.8664 1.7655 -2.0659  -0.622
C1 2.0810 1.3226 -0.9460  0.636
C2 1.7067 2.1499 0.2149  0.141
C3 1.2657 3.4497 0.1474  -0.221
C4 0.9123 3.8220 1.4597  -0.323
C5 1.1514 2.7262 2.2328  0.112
O2 1.6297 1.7158 1.4964  -0.401
N1 2.6745 0.1103 -0.7728  -0.423
C6 2.8491 -0.6026 0.4688  -0.228
C7 1.6329 -1.4938 0.7166  -0.253
N2 1.4541 -2.4081 -0.4075  -0.428
C8 0.3317 -3.3013 -0.2141  -0.276
C9 -0.9976 -2.6153 -0.2396  0.521
N3 -1.2861 -1.4450 0.2366  -0.519
C10 -2.5975 -1.2713 -0.1149  0.288
C11 -3.2988 -0.0680 0.2004  -0.282
C12 -4.6087 0.2515 -0.0403  -0.192
C13 -4.9330 1.5455 0.4021  -0.261
C14 -3.8719 2.1871 0.9658  -0.402
S1 -2.4505 1.2300 0.9730  0.491
N4 -3.0828 -2.2999 -0.7655  -0.145
O3 -2.0433 -3.1789 -0.8551  -0.273
C15 1.3753 -1.7057 -1.6826  -0.241
C16 2.6074 -0.8220 -1.8792  -0.230
H1 1.2118 4.0419 -0.7421  0.246
H2 0.5312 4.7685 1.7834  0.232
H3 1.0242 2.5466 3.2825  0.206
H4 2.9929 0.0833 1.2996  0.235
H5 3.7440 -1.2247 0.3640  0.199
H6 1.7903 -2.0953 1.6150  0.199
H7 0.7506 -0.8570 0.8653  0.216
H8 0.4530 -3.8029 0.7519  0.231
H9 0.3349 -4.0613 -1.0006  0.228
H10 -5.2916 -0.4281 -0.5155  0.236
H11 -5.9102 1.9832 0.3055  0.227
H12 -3.8420 3.1758 1.3791  0.237
H13 1.3197 -2.4521 -2.4790  0.205
H14 0.4849 -1.0585 -1.7417  0.183
H15 2.5222 -0.2559 -2.8072  0.251
H16 3.5161 -1.4276 -1.8913  0.199


It is Q that is the least stable of them.


P.
C2H3O3S2 | ωB97M-V/def2-TZVPD

Its orbital gap (spin up / spin down) is 6.70 / 8.20 eV. As for the net charge: -1. The calculation puts the HOMO energy (spin up / spin down) at -4.262 / -5.272 eV. Its LUMO energy (spin up / spin down) is 2.436 / 2.923 eV.

Each line ends with the natural charge from an NBO analysis.
Element x y z (Å)
C1 0.0404 1.1354 -0.6620  -0.581
C2 0.5626 -0.1557 -0.1801  -0.410
O1 -1.1019 -2.2278 -0.0661  -1.000
O2 0.0476 -1.8270 2.0440  -0.987
O3 -1.5864 -0.1672 1.2332  -1.004
S1 0.2480 -0.1245 -1.8726  0.209
S2 -0.6273 -1.2316 0.9118  2.366
H1 -1.0028 1.5162 -0.2946  0.242
H2 0.6762 1.9839 -0.8435  0.196
H3 2.7436 1.0984 -0.2701  -0.031


Q.
C2H3O3S2 | ωB97M-V/def2-TZVPD

Its orbital gap is 7.56 eV. As for the net charge: -1. The calculation puts the HOMO energy at -4.557 eV. Its LUMO energy is 3.006 eV.

Each line ends with the natural charge from an NBO analysis.
Element x y z (Å)
C1 1.0830 0.7781 -0.0755  -0.583
C2 0.0502 -0.0986 -0.6018  -0.204
O1 -1.1271 -0.1322 1.7820  -0.975
O2 -2.4151 -1.0158 -0.1093  -0.974
O3 -0.2091 -1.9821 0.4265  -0.943
S1 0.5202 2.3111 -0.9777  -0.370
S2 -1.1233 -0.8086 0.5029  2.370
H1 0.9768 0.9286 0.9933  0.242
H2 2.1135 0.5710 -0.3668  0.211
H3 0.1309 -0.5515 -1.5736  0.225


It is P that is the least stable of them.


P.
C6H31NO10 | ωB97M-V/def2-TZVPD

Its orbital gap is 9.08 eV. As for the net charge: 0. The SMILES is C=C/C(N)=C/CC.O.O.O.O.O.O.O.O.O.O. The calculation puts the HOMO energy at -8.980 eV. Its LUMO energy is 0.102 eV.

Each line ends with the natural charge from an NBO analysis.
Element x y z (Å)
C1 -0.0603 -1.0308 -0.5315  -0.364
C2 -0.2254 0.3010 -0.8316  -0.234
C3 0.2562 1.3038 0.1628  0.139
N1 1.1421 2.3150 -0.5044  -0.862
C4 -0.2120 1.0891 1.3576  -0.340
C5 0.1559 1.9566 2.4944  -0.456
C6 -0.2967 1.5532 3.8525  -0.629
H1 -0.0386 -1.8165 -1.2993  0.185
H2 0.6424 -1.1718 0.2502  0.204
H3 -0.6891 0.7185 -1.7038  0.213
H4 1.3624 3.1113 0.0265  0.397
H5 0.9767 2.2427 -1.4625  0.420
H6 -1.0728 0.2987 1.4825  0.245
H7 1.3585 1.8986 2.6826  0.200
H8 -0.0514 3.0329 2.2958  0.207
H9 0.3857 1.8392 4.6869  0.225
H10 -1.3611 1.9603 3.9778  0.199
H11 -0.0668 0.4834 3.9821  0.240
O1 1.5504 -3.5629 0.4010  -0.957
H12 1.2307 -3.2453 -0.3644  0.473
H13 2.3578 -3.3053 0.6893  0.505
O2 -3.5498 -1.2407 -0.4261  -0.936
H14 -3.3893 -0.3996 -0.2092  0.471
H15 -4.5118 -1.3822 -0.2833  0.474
O3 0.1793 2.3851 -3.7541  -0.955
H16 0.0560 1.4266 -4.2089  0.496
H17 -0.7380 2.5367 -3.7703  0.461
O4 -3.4456 0.2247 -2.9300  -0.963
H18 -3.5237 0.9074 -2.3036  0.471
H19 -3.6730 -0.4806 -2.2990  0.489
O5 -3.3833 1.6792 0.0629  -0.954
H20 -2.4862 1.5604 0.2732  0.478
H21 -3.7140 1.8278 1.0032  0.482
O6 3.6650 -2.0297 0.6636  -1.001
H22 4.1429 -1.4812 0.0099  0.510
H23 4.0021 -1.7084 1.6120  0.501
O7 -0.2110 -2.7685 2.3301  -0.971
H24 0.3160 -3.2716 1.6653  0.491
H25 -0.2120 -3.3837 2.9891  0.455
O8 3.5862 0.6787 -0.4391  -0.968
H26 2.6023 0.7709 -0.5006  0.488
H27 3.8201 1.5746 -0.1644  0.470
O9 -1.0130 -0.7133 -4.0561  -0.949
H28 -1.7200 -0.4035 -3.6476  0.482
H29 -0.5776 -1.3622 -3.5920  0.466
O10 2.0636 -0.6991 2.8764  -0.946
H30 1.8350 -1.5213 2.6064  0.469
H31 1.5000 -0.1277 2.2532  0.476


Q.
C6H31NO10 | ωB97M-V/def2-TZVPD

Its orbital gap is 10.28 eV. As for the net charge: 0. The SMILES is CC[C@H](C)NC(C)=O.O.O.O.O.O.O.O.O.O. The calculation puts the HOMO energy at -10.064 eV. Its LUMO energy is 0.214 eV.

Each line ends with the natural charge from an NBO analysis.
Element x y z (Å)
C1 -1.4078 1.7869 -2.5988  -0.643
C2 -0.3883 1.4720 -1.5594  -0.401
C3 -0.4775 1.8855 -0.0442  -0.075
C4 -0.8151 3.3469 -0.0450  -0.640
N1 0.6896 1.3755 0.6325  -0.618
C5 0.4896 0.6056 1.7187  0.685
C6 1.7042 0.0731 2.3873  -0.711
O1 -0.6133 0.4334 2.2590  -0.720
H1 -1.7793 2.8232 -2.5282  0.213
H2 -2.2484 1.1228 -2.4819  0.212
H3 -1.1504 1.9421 -3.6397  0.232
H4 -0.2577 0.3560 -1.4962  0.200
H5 0.6272 1.8421 -1.8991  0.187
H6 -1.3164 1.2521 0.3697  0.234
H7 -1.8989 3.5740 -0.3641  0.234
H8 -0.2972 3.9939 -0.7740  0.213
H9 -0.6405 3.8181 0.9304  0.212
H10 1.6057 1.4962 0.1992  0.446
H11 2.4723 -0.0484 1.6440  0.245
H12 1.8139 0.6058 3.3526  0.259
H13 1.5882 -0.9181 2.8558  0.208
O2 -3.0955 2.3292 2.5949  -0.948
H14 -2.8792 1.4879 3.0022  0.477
H15 -2.2784 2.7792 2.3715  0.474
O3 0.2827 -2.5216 1.8805  -0.970
H16 0.3253 -1.9199 2.6277  0.493
H17 0.1601 -3.4294 2.1713  0.494
O4 2.4165 -2.4052 0.0805  -0.997
H18 2.3945 -3.3244 -0.2012  0.483
H19 1.6262 -2.2385 0.6282  0.502
O5 3.9773 -0.7989 -1.9101  -0.952
H20 3.2805 -0.4262 -2.4699  0.468
H21 3.5531 -1.6564 -1.7437  0.497
O6 -2.7579 -1.7441 2.3332  -0.998
H22 -1.9248 -1.3819 2.0183  0.515
H23 -3.4224 -1.1904 2.7550  0.495
O7 3.5060 1.4639 -0.0806  -0.988
H24 3.5497 0.5731 -0.4581  0.512
H25 4.0484 2.0756 -0.5950  0.488
O8 -0.9542 -2.0179 -2.0743  -0.974
H26 -1.3871 -1.7091 -1.2659  0.498
H27 -1.1815 -1.3124 -2.6988  0.475
O9 -3.3263 -2.0151 -0.5305  -0.969
H28 -3.3712 -2.9730 -0.4178  0.475
H29 -3.1301 -1.7039 0.3664  0.489
O10 1.3357 -3.0693 -2.5776  -0.981
H30 1.1576 -2.4652 -1.8487  0.482
H31 0.3949 -3.2448 -2.8760  0.491


R.
C6H31NO10 | ωB97M-V/def2-TZVPD

Its orbital gap is 9.78 eV. As for the net charge: 0. The SMILES is CCN[C@@H](C)CC=O.O.O.O.O.O.O.O.O.O. The calculation puts the HOMO energy at -9.539 eV. Its LUMO energy is 0.241 eV.

Each line ends with the natural charge from an NBO analysis.
Element x y z (Å)
C1 -0.4118 0.0005 -2.0802  -0.646
C2 -0.1010 0.3044 -0.6192  -0.258
N1 -0.4937 -0.7644 0.3105  -0.685
C3 -0.3026 -0.3718 1.7238  -0.050
C4 -1.3634 -1.0613 2.5595  -0.624
C5 1.0964 -0.8315 2.1885  -0.527
C6 1.5698 -0.0031 3.3590  0.445
O1 2.7406 0.1572 3.6023  -0.527
H1 -1.4563 0.0768 -2.3528  0.209
H2 0.0101 -0.9470 -2.3842  0.197
H3 0.1743 0.7208 -2.6659  0.266
H4 -0.3544 1.3273 -0.3537  0.188
H5 1.0065 0.3407 -0.6320  0.206
H6 -1.4361 -1.0410 0.2613  0.396
H7 -0.3179 0.7121 1.8584  0.201
H8 -1.3323 -0.7505 3.6032  0.216
H9 -2.3770 -0.8465 2.2195  0.221
H10 -1.2312 -2.1388 2.5491  0.208
H11 1.3018 -1.8821 2.4044  0.235
H12 1.7607 -0.6416 1.3426  0.218
H13 0.7763 0.4244 4.0039  0.114
O2 3.0628 2.0015 -1.3278  -0.979
H14 2.9621 2.1186 -0.3584  0.496
H15 2.6752 1.1040 -1.3803  0.484
O3 -3.1803 -1.1697 -0.7715  -0.998
H16 -2.9278 -2.0845 -1.0716  0.516
H17 -4.1231 -1.3228 -0.6326  0.477
O4 1.0959 2.4220 -3.1614  -0.993
H18 1.5401 3.1041 -3.6957  0.472
H19 1.7171 2.2391 -2.4177  0.495
O5 2.6467 -0.7347 -1.3214  -0.946
H20 2.5529 -1.1462 -0.4389  0.474
H21 2.5087 -1.4934 -1.8885  0.496
O6 0.7360 -3.0275 -1.0166  -1.011
H22 0.2952 -2.3062 -0.4824  0.507
H23 1.2129 -3.5756 -0.3805  0.480
O7 -1.8913 -3.3743 -1.8396  -0.984
H24 -1.7244 -3.6175 -2.7551  0.482
H25 -0.9815 -3.2401 -1.5080  0.501
O8 -3.0993 1.6948 -0.3411  -1.006
H26 -2.7305 0.8058 -0.3994  0.521
H27 -3.6469 2.0709 -1.0208  0.498
O9 2.1627 2.4389 1.1556  -0.960
H28 1.2792 2.5144 1.4941  0.492
H29 2.7335 2.2707 1.9192  0.492
O10 -1.2989 3.1577 1.3152  -0.980
H30 -2.0869 2.8423 0.8159  0.506
H31 -0.7488 3.5229 0.6113  0.465


S.
C6H31NO10 | ωB97M-V/def2-TZVPD

Its orbital gap is 10.77 eV. As for the net charge: 0. The SMILES is CC(C)[C@@H](C)NC=O.O.O.O.O.O.O.O.O.O. The calculation puts the HOMO energy at -10.430 eV. Its LUMO energy is 0.336 eV.

Each line ends with the natural charge from an NBO analysis.
Element x y z (Å)
C1 -0.9223 -1.6403 1.9113  -0.628
C2 -0.5533 -0.8175 0.7006  -0.219
C3 -1.4355 0.3923 0.4041  -0.660
C4 -0.4101 -1.7154 -0.5782  -0.061
C5 -1.7026 -2.4159 -0.9454  -0.641
N1 -0.0268 -0.8274 -1.6884  -0.566
C6 1.0977 -0.1475 -1.7627  0.541
O1 2.0820 -0.3801 -1.0239  -0.757
H1 -1.0291 -1.0593 2.8389  0.223
H2 -2.0026 -1.8173 1.9441  0.196
H3 -0.1688 -2.4010 2.0852  0.231
H4 0.4493 -0.3927 0.8041  0.202
H5 -2.2683 0.0366 -0.1729  0.207
H6 -0.8362 1.2346 0.0638  0.218
H7 -1.9384 0.8769 1.2511  0.242
H8 0.3542 -2.4705 -0.4051  0.225
H9 -2.3710 -1.7703 -1.5195  0.212
H10 -1.5668 -3.3065 -1.5609  0.230
H11 -2.2132 -2.8010 -0.0688  0.234
H12 -0.8551 -0.4411 -2.1281  0.435
H13 1.2240 0.5133 -2.6173  0.164
O2 2.7769 -1.8069 1.2207  -0.996
H14 2.7992 -2.7287 0.9459  0.492
H15 2.3165 -1.3285 0.5113  0.500
O3 2.6669 -3.0580 -1.5646  -0.984
H16 2.4497 -2.1140 -1.5783  0.491
H17 3.5767 -3.2422 -1.7932  0.480
O4 -4.2692 -2.6308 1.8206  -0.928
H18 -4.2060 -2.5548 2.7798  0.470
H19 -3.7436 -1.8996 1.4844  0.463
O5 -0.0021 3.3803 0.3358  -1.021
H20 0.2460 4.2925 0.5162  0.491
H21 0.8456 2.8593 0.2671  0.523
O6 -2.2684 1.1316 -3.3624  -0.995
H22 -2.2829 1.8458 -2.6907  0.502
H23 -2.8378 1.4571 -4.0644  0.471
O7 -2.1224 3.1890 -1.4640  -0.975
H24 -1.8729 3.9428 -2.0112  0.473
H25 -1.3877 3.1093 -0.8315  0.508
O8 -1.2715 2.9399 2.7512  -0.962
H26 -0.4418 2.6078 3.0927  0.458
H27 -1.0667 2.9892 1.7976  0.487
O9 2.3343 2.1351 0.2873  -0.991
H28 2.3137 1.2361 -0.0753  0.505
H29 2.9377 2.1059 1.0404  0.517
O10 3.7740 0.5062 2.2259  -0.992
H30 3.7521 -0.3583 1.7695  0.507
H31 3.5725 0.3040 3.1409  0.473


It is P that is the least stable of them.


P.
C9H18NO2 | ωB97M-V/def2-TZVPD

Its orbital gap is 9.24 eV. As for the net charge: +1. The SMILES is CC(C)=CO/C(O)=[NH+]/C(C)(C)C. The calculation puts the HOMO energy at -12.875 eV. Its LUMO energy is -3.635 eV.

Each line ends with the natural charge from an NBO analysis.
Element x y z (Å)
C1 -1.8622 -0.7209 0.9458  -0.658
C2 -2.5662 -0.0653 -0.1415  -0.001
C3 -3.7076 -0.8473 -0.7129  -0.639
C4 -2.2489 1.1659 -0.6443  0.065
O1 -1.1430 1.9424 -0.4634  -0.462
C5 0.1293 1.5367 -0.0884  0.970
O2 0.8250 2.5528 0.3967  -0.627
N1 0.5567 0.2895 -0.2556  -0.525
C6 1.8395 -0.1333 0.0653  0.041
C7 2.1876 0.1873 1.4750  -0.629
C8 1.7244 -1.5879 0.0261  -0.612
C9 2.6825 0.3696 -1.0422  -0.633
H1 -2.3960 -1.0782 1.7635  0.254
H2 -1.1317 -0.1344 1.4113  0.203
H3 -1.3967 -1.6265 0.4906  0.218
H4 -4.5429 -0.9384 -0.0465  0.238
H5 -3.5229 -1.8506 -1.0026  0.237
H6 -4.0682 -0.2718 -1.5696  0.223
H7 -2.9194 1.5737 -1.4258  0.219
H8 0.5962 3.4197 0.1066  0.548
H9 0.0757 -0.3845 -0.7906  0.459
H10 3.2968 0.0458 1.7027  0.258
H11 2.1110 1.3375 1.5335  0.226
H12 1.5452 -0.2162 2.2574  0.235
H13 2.4863 -2.2924 0.4812  0.265
H14 1.5620 -1.9384 -0.9465  0.210
H15 0.8892 -1.8020 0.6133  0.213
H16 3.7854 0.3767 -0.8140  0.247
H17 2.6276 -0.2920 -1.8702  0.227
H18 2.5852 1.3824 -1.4548  0.228


Q.
C9H18NO2 | ωB97M-V/def2-TZVPD

Its orbital gap is 9.33 eV. As for the net charge: +1. The calculation puts the HOMO energy at -13.537 eV. Its LUMO energy is -4.211 eV.

Each line ends with the natural charge from an NBO analysis.
Element x y z (Å)
C1 0.3620 -1.4383 -0.4310  -0.403
C2 1.2773 -0.2222 -0.7019  -0.583
C3 -1.0625 -1.1685 -0.9303  -0.412
C4 2.2901 0.2313 0.1289  0.411
C5 -1.8948 -0.0657 -0.1683  0.105
C6 2.6033 -0.3085 1.4461  -0.739
C7 3.2031 1.3538 -0.3472  -0.673
C8 -1.9429 -0.3667 1.3022  -0.629
C9 -3.2971 0.1458 -0.7798  -0.622
N1 -0.9983 1.1510 -0.3084  0.096
O1 -1.4555 2.3575 -0.7931  -0.070
O2 -1.1410 2.1496 0.5272  -0.093
H1 0.7585 -2.2215 -1.0757  0.246
H2 0.4633 -1.7873 0.5382  0.223
H3 1.3749 0.2225 -1.7660  0.272
H4 0.4391 0.5912 -0.4578  0.406
H5 -1.0027 -0.8774 -2.0009  0.225
H6 -1.6676 -2.1197 -0.7834  0.246
H7 1.9067 -0.5682 2.2843  0.295
H8 3.5283 0.2077 1.8112  0.254
H9 2.8412 -1.4414 1.1284  0.289
H10 2.9900 2.2358 0.3871  0.267
H11 2.8729 1.5700 -1.3747  0.241
H12 4.2021 1.0297 -0.1153  0.265
H13 -2.2406 -1.3498 1.5514  0.242
H14 -2.5856 0.3028 1.7265  0.234
H15 -0.9458 -0.1273 1.8237  0.206
H16 -3.7844 -0.6682 -0.4228  0.223
H17 -3.3931 0.0646 -1.8817  0.240
H18 -3.7010 1.1174 -0.3170  0.240


It is Q that is the least stable of them.